Run P
{"formula": "C3H7NO3", "method": "ωB97M-V/def2-TZVPD", "species": ["H", "H", "C", "H", "H", "O", "C", "C", "O", "N", "H", "H", "H", "O"], "xyz": [[1.291, -0.334, 2.295], [-1.196, 1.629, 1.899], [1.588, -0.491, 1.269], [-1.843, -0.643, -1.042], [-1.670, 0.080, 1.578], [-0.290, 0.802, 0.405], [-0.225, -0.118, -1.925], [0.970, 0.126, 0.248], [1.246, -0.094, -1.029], [-0.862, 0.685, 1.716], [2.457, -1.103, 1.066], [0.295, -0.440, -2.824], [-0.530, 0.926, -1.966], [-1.230, -1.025, -1.689]], "homo_lumo_gap_ev": 8.682, "homo_ev": -8.22, "smiles": "C=C(ON)OCO", "total_charge": 0}

=====

Run Q
{"formula": "C3H7NO3", "method": "ωB97M-V/def2-TZVPD", "species": ["N", "O", "H", "O", "O", "H", "H", "C", "C", "H", "H", "H", "H", "C"], "xyz": [[0.456, -1.177, 1.006], [0.783, 1.668, -1.272], [1.449, -1.273, 1.171], [2.245, 0.829, 0.165], [-2.114, -1.062, 0.027], [-1.539, 0.541, -1.115], [0.346, -1.009, -1.111], [1.043, 0.818, -0.447], [-1.266, 0.085, -0.168], [-2.906, -0.859, -0.431], [0.085, -0.602, 1.762], [-1.398, 0.782, 0.664], [2.623, 1.675, -0.045], [0.194, -0.415, -0.205]], "homo_lumo_gap_ev": 10.271, "homo_ev": -9.63, "smiles": "N[C@@H](CO)C(=O)O", "total_charge": 0}

=====

Run R
{"formula": "C3H7NO3", "method": "ωB97M-V/def2-TZVPD", "species": ["O", "C", "C", "H", "H", "O", "H", "H", "C", "O", "H", "H", "H", "N"], "xyz": [[0.226, 0.043, -1.181], [-0.889, -0.230, 0.067], [-1.960, 0.777, -0.109], [-2.565, 0.496, -0.970], [2.885, -1.047, -0.126], [1.951, -1.146, -0.345], [2.085, 0.846, -0.989], [-0.098, -1.852, 0.762], [1.384, 0.118, -0.557], [1.025, 0.714, 0.812], [-1.530, 1.756, -0.293], [-2.590, 0.784, 0.779], [1.029, 0.067, 1.531], [-0.953, -1.326, 0.620]], "homo_lumo_gap_ev": 10.676, "homo_ev": -10.00, "smiles": "[H]/N=C(/C)OC(O)O", "total_charge": 0}

=====

Run S
{"formula": "C3H7NO3", "method": "ωB97M-V/def2-TZVPD", "species": ["H", "O", "N", "H", "C", "H", "H", "H", "C", "H", "O", "O", "H", "C"], "xyz": [[1.300, -0.715, -1.159], [0.243, 2.172, -0.912], [1.546, -0.401, -0.159], [-0.800, 0.530, -1.529], [-0.640, -1.051, 0.925], [-1.734, -2.360, 0.134], [2.223, 0.295, 0.097], [1.038, 1.833, -0.422], [-0.525, 0.961, -0.618], [-1.468, 1.367, -0.083], [-1.128, -1.278, 1.980], [-0.844, -1.996, -0.125], [0.588, 0.561, 1.416], [0.202, 0.083, 0.455]], "homo_lumo_gap_ev": 10.658, "homo_ev": -10.07, "smiles": "N[C@@H](CO)C(=O)O", "total_charge": 0}

=====

Most stable = run Q